1.
Entry from OMol25: a 2-piece molecular cluster, C7H14O2 overall (wB97M-V/def2-TZVPD).

The geometry in XYZ format:
```
23
Properties=species:S:1:pos:R:3
O 2.84 2.27 0.49
C 1.66 2.06 0.99
C 1.26 0.63 1.21
C 0.84 -0.07 -0.12
C -0.46 0.34 -0.80
C -1.98 0.70 1.17
C -1.75 0.12 0.00
C -2.76 -0.77 -0.68
H 0.96 2.91 0.95
H 0.54 0.40 2.00
H 2.15 0.08 1.53
H 1.02 -1.15 0.03
H 1.69 0.14 -0.76
H -0.52 -0.33 -1.66
H -0.39 1.38 -1.11
H -2.87 0.53 1.77
H -1.33 1.45 1.58
H -2.27 -1.56 -1.25
H -3.51 -1.19 -0.03
H -3.20 -0.16 -1.48
H 0.08 -4.18 -0.97
H 0.19 -3.23 -2.24
O 0.65 -3.84 -1.66
```

Its strongest force on any atom is 1.6 eV Å⁻¹. As for the spin multiplicity: 2. The value obtained for the lowest unoccupied orbital energy (spin up / spin down) is 3.04 / 2.93 eV. The calculation puts the HOMO-LUMO gap (spin up / spin down) at 2.63 / 6.00 eV. As for the net charge: -1.



2.
Entry from OMol25: a 40-piece molecular cluster, H80O40 overall (wB97M-V/def2-TZVPD).

The geometry in XYZ format:
```
120
Properties=species:S:1:pos:R:3
H 1.60 6.37 -0.80
H 0.40 6.56 -1.68
O 1.37 6.46 -1.73
H -1.10 -4.80 3.75
H 0.28 -5.26 3.74
O -0.59 -5.52 4.11
H -3.64 3.60 1.36
H -2.75 2.42 1.69
O -3.48 2.67 1.06
H 1.67 0.76 0.68
H 0.81 -0.17 1.31
O 1.75 -0.14 1.11
H 0.54 1.62 -5.56
H 1.48 1.91 -6.64
O 0.78 1.21 -6.42
H 1.44 -0.60 4.77
O 1.01 -0.58 3.93
H -0.11 -3.89 5.21
O -0.05 -3.00 4.77
H 5.72 -0.43 -2.44
H 5.50 0.26 -1.01
O 5.40 -0.55 -1.52
H -1.09 0.60 -4.30
H -0.69 2.08 -4.12
O -1.25 1.46 -4.63
H 2.84 4.54 -1.07
H 3.76 3.60 -0.07
O 3.60 4.01 -0.92
H -2.21 -0.67 1.45
H -1.34 -1.21 2.55
O -1.79 -0.38 2.24
H -4.07 -0.72 -0.97
O -3.18 -0.50 -1.14
H 2.91 1.94 2.65
H 3.45 0.41 2.53
O 3.59 1.34 2.88
H -0.60 5.27 0.93
H 0.67 6.13 1.33
O 0.09 5.84 0.60
H 0.06 4.42 -1.61
H -0.76 5.19 -2.84
O -0.62 4.42 -2.33
H -4.71 -2.55 4.08
H -5.35 -1.91 2.74
O -5.01 -2.76 3.18
H -3.68 -0.72 -4.70
H -3.93 -0.83 -3.19
O -3.37 -1.19 -3.90
H -1.33 -1.75 -4.06
H -0.40 -2.46 -3.07
O -0.93 -1.70 -3.19
H -1.29 -0.59 -0.06
O -0.46 -0.99 -0.42
H -6.20 2.72 -1.24
H -4.72 2.29 -1.17
O -5.61 1.98 -1.41
H -4.10 0.21 4.62
O -3.81 -0.16 5.43
H -0.04 0.19 5.81
H -0.47 -1.08 5.66
O -0.93 -0.29 5.93
H -5.67 1.18 2.20
H -5.71 0.65 0.87
O -5.55 0.29 1.75
H 0.40 2.69 -1.76
H 0.91 1.83 -0.55
O 0.11 2.18 -1.03
H 5.16 -2.19 0.06
H 4.31 -3.69 0.33
O 4.49 -2.76 0.55
H 0.50 2.03 -2.94
H 0.66 3.46 -3.43
O 1.05 2.54 -3.61
H 3.09 -3.27 -3.66
H 4.22 -4.21 -3.31
O 3.43 -3.75 -2.94
H 3.87 0.81 -0.46
H 2.92 1.91 -0.95
O 3.33 1.55 -0.16
H 3.32 2.23 -2.76
H 4.44 2.65 -1.86
O 4.29 2.16 -2.69
H -0.67 -3.65 -0.93
H -1.49 -3.39 -2.00
O -1.62 -3.45 -1.06
H 2.43 -1.56 -4.36
H 2.47 -1.65 -2.75
O 1.99 -1.90 -3.57
H -4.02 1.65 -5.04
O -4.06 1.04 -4.21
H -2.30 -3.07 1.92
H -2.74 -4.46 2.75
O -2.12 -3.79 2.53
H -0.80 -1.50 -1.23
H 1.57 0.01 3.41
H -2.84 -0.11 5.43
H 0.82 -2.75 4.61
H -2.84 -1.11 -1.79
H -3.25 1.42 -3.81
O -0.23 -4.34 -3.99
H 0.70 -4.28 -3.94
H -0.61 -5.08 -4.44
O 0.07 2.22 3.70
H -0.04 1.26 3.59
H -0.69 2.69 3.40
O 3.40 -0.33 5.80
H 3.92 0.02 5.08
H 3.30 -1.31 5.90
O 0.73 0.40 -2.24
H 0.34 -0.13 -3.00
H 0.34 0.04 -1.42
O -0.35 3.12 1.10
H -0.94 3.27 0.33
H -0.57 2.16 1.12
O 1.85 -3.70 0.17
H 1.29 -3.80 0.95
H 2.49 -4.39 0.20
O 2.47 -3.55 2.62
H 3.03 -2.87 2.23
H 2.13 -2.93 3.35
```

Its strongest force on any atom is 4.5 eV Å⁻¹. The value obtained for the lowest unoccupied orbital energy is -0.59 eV. The calculation puts the HOMO-LUMO gap at 9.63 eV.



3.
Entry from OMol25: an isolated ion of composition C4H2NO3 and charge -1 (wB97M-V/def2-TZVPD).

The geometry in XYZ format:
```
10
Properties=species:S:1:pos:R:3
O -3.34 -0.76 -2.79
C -2.91 -1.32 -1.79
O -3.50 -2.45 -1.20
C -1.66 -0.88 -1.14
N -0.52 -1.45 -1.04
C 0.27 -0.60 -0.29
C -0.52 0.48 0.05
O -1.70 0.28 -0.48
H 1.20 -0.78 -0.03
H -0.13 1.38 0.51
```

As for the SMILES: O=C([O-])c1ncco1. Its strongest force on any atom is 7.2 eV Å⁻¹. The value obtained for the lowest unoccupied orbital energy is 3.71 eV. The calculation puts the HOMO-LUMO gap at 7.67 eV. As for the net charge: -1.



4.
Entry from OMol25: C15H31ClHfP2 as an isolated structure (wB97M-V/def2-TZVPD).

The geometry in XYZ format:
```
50
Properties=species:S:1:pos:R:3
P -0.22 -1.60 -1.25
P 0.29 2.21 -0.75
C -0.42 -0.07 -2.33
C 0.50 1.14 -2.20
H -1.49 0.21 -2.27
H -0.26 -0.48 -3.33
H 1.56 0.83 -2.26
H 0.35 1.78 -3.09
C -1.29 3.03 -0.91
H -1.52 3.66 -0.04
H -2.11 2.32 -1.04
H -1.25 3.67 -1.80
C 1.53 3.48 -0.82
H 1.34 4.12 -1.69
H 2.53 3.04 -0.92
H 1.49 4.08 0.10
C -1.77 -2.53 -1.57
H -1.85 -3.38 -0.87
H -1.81 -2.95 -2.58
H -2.66 -1.90 -1.43
C 0.88 -2.63 -2.32
H 1.85 -2.16 -2.49
H 0.39 -2.86 -3.28
H 1.07 -3.58 -1.80
Hf -0.84 2.11 2.43
C 0.61 1.03 0.62
C -0.83 0.53 0.92
C -1.64 -0.69 1.07
C -0.83 -1.95 1.45
C 0.20 -2.42 0.40
C 1.59 -2.10 0.70
C 2.33 -0.95 0.24
C 1.90 0.30 1.05
C -0.48 0.64 3.98
H 0.83 1.97 1.33
H -1.64 1.43 0.86
H -2.26 -0.81 0.15
H -2.40 -0.52 1.88
H -0.30 -1.75 2.40
H -1.53 -2.78 1.65
H 0.07 -3.51 0.23
H 2.18 -2.89 1.17
H 2.30 -0.77 -0.85
H 3.40 -1.13 0.51
H 1.78 0.01 2.11
H 2.73 1.00 1.04
H 0.17 1.23 4.67
H 0.05 -0.30 3.77
H -1.41 0.39 4.54
Cl -3.10 2.53 2.61
```

Its strongest force on any atom is 4.1 eV Å⁻¹. The value obtained for the lowest unoccupied orbital energy (spin up / spin down) is -8.20 / -8.20 eV. The calculation puts the HOMO-LUMO gap (spin up / spin down) at 3.29 / 3.27 eV. As for the net charge: +2.



5.
Entry from OMol25: C48H44N4O4P2S2Ti as an isolated structure (wB97M-V/def2-TZVPD).

The geometry in XYZ format:
```
105
Properties=species:S:1:pos:R:3
Ti 0.67 -0.58 -0.30
O -1.87 0.68 -2.86
S -1.54 0.69 -1.40
C -3.07 0.09 -0.63
C -4.21 0.07 -1.40
C -5.40 -0.13 -0.73
C -5.39 -0.28 0.67
C -4.20 -0.21 1.38
C -3.01 -0.08 0.75
P -1.45 -0.53 1.51
C -1.95 -2.11 2.28
C -2.84 -2.95 1.62
C -3.27 -4.15 2.16
C -2.81 -4.54 3.34
C -2.03 -3.66 4.10
C -1.60 -2.46 3.55
C -1.32 0.50 3.02
C -0.17 0.29 3.79
C 0.00 0.98 5.00
C -0.85 1.98 5.41
C -2.07 2.22 4.67
C -2.28 1.45 3.50
C -1.54 2.40 -0.94
C -2.74 3.11 -1.08
C -2.64 4.46 -0.70
C -1.43 5.00 -0.26
C -0.27 4.27 -0.28
C -0.31 2.93 -0.64
P 1.28 2.08 -0.50
C 2.16 3.10 0.77
C 1.90 2.89 2.13
C 2.76 3.43 3.08
C 3.84 4.22 2.65
C 4.14 4.41 1.32
C 3.28 3.88 0.37
C 2.34 2.23 -2.00
C 3.72 1.85 -2.04
C 4.52 2.43 -3.00
C 4.01 3.19 -4.06
C 2.67 3.43 -4.06
C 1.82 3.07 -3.03
H -4.19 0.02 -2.53
H -6.28 -0.33 -1.35
H -6.42 -0.38 1.06
H -4.20 -0.31 2.47
H -3.27 -2.63 0.62
H -3.97 -4.72 1.63
H -3.06 -5.53 3.69
H -1.81 -3.92 5.13
H -1.00 -1.90 4.13
H 0.50 -0.48 3.54
H 0.91 0.74 5.58
H -0.66 2.53 6.39
H -2.83 2.92 5.13
H -3.23 1.48 2.94
H -3.71 2.70 -1.36
H -3.59 5.09 -0.65
H -1.43 6.05 0.03
H 0.59 4.80 0.08
H 1.06 2.28 2.38
H 2.63 3.20 4.13
H 4.42 4.77 3.44
H 5.13 4.82 1.02
H 3.60 3.95 -0.64
H 4.04 1.21 -1.31
H 5.58 2.25 -2.98
H 4.72 3.55 -4.78
H 2.17 4.00 -4.83
H 0.75 3.45 -2.92
C 0.29 -4.69 1.33
C 0.21 -3.38 0.60
N 0.95 -2.34 0.88
N 1.60 -2.45 2.08
C 2.59 -1.62 2.15
N 3.58 -1.69 3.07
S 2.43 -0.05 1.23
C -0.66 -3.33 -0.56
C -1.43 -4.39 -1.04
C -2.14 -4.29 -2.22
C -1.94 -3.19 -3.03
C -1.10 -2.18 -2.48
N -0.57 -2.23 -1.29
H 0.13 -4.59 2.40
H 1.32 -5.08 1.17
H -0.42 -5.40 0.85
H 3.75 -2.60 3.53
H 4.03 -0.80 3.32
H -1.62 -5.21 -0.39
H -2.80 -5.08 -2.42
H -2.44 -3.08 -4.04
H -0.89 -1.34 -3.11
C 1.45 -2.50 -5.05
C 1.93 -1.35 -4.24
C 3.47 -0.87 -4.62
O 0.90 -0.28 -4.34
C 1.92 -1.72 -2.74
O 2.21 -2.78 -2.30
O 1.48 -0.75 -1.87
H 1.70 -2.41 -6.08
H 0.37 -2.54 -4.98
H 1.92 -3.42 -4.73
H 3.30 -0.45 -5.64
H 4.08 -1.78 -4.61
H 3.75 -0.08 -3.93
H 1.34 0.59 -4.16
```

Its strongest force on any atom is 3.9 eV Å⁻¹. The value obtained for the lowest unoccupied orbital energy is -6.21 eV. The calculation puts the HOMO-LUMO gap at 7.30 eV. As for the net charge: +2.



6.
Entry from OMol25: one molecule with the formula C6H13NO2 (wB97M-V/def2-TZVPD).

The geometry in XYZ format:
```
22
Properties=species:S:1:pos:R:3
C 0.59 0.72 -1.84
C 0.97 0.07 -0.74
O 2.13 -0.80 -0.83
N 3.29 -0.25 -0.16
C 0.43 0.16 0.65
O 0.63 1.46 1.21
C -1.12 -0.24 0.77
C -1.40 -1.66 0.28
C -2.09 0.76 0.15
H 1.12 0.57 -2.77
H -0.27 1.37 -1.87
H 3.43 -0.92 0.60
H 2.99 0.62 0.28
H 0.96 -0.54 1.31
H 1.17 1.97 0.59
H -1.30 -0.22 1.86
H -2.42 -1.97 0.57
H -1.32 -1.74 -0.80
H -0.70 -2.38 0.73
H -1.81 1.79 0.37
H -3.10 0.60 0.57
H -2.17 0.63 -0.93
```

As for the SMILES: C=C(ON)[C@@H](O)C(C)C. Its strongest force on any atom is 2.1 eV Å⁻¹. The value obtained for the lowest unoccupied orbital energy is 0.79 eV. The calculation puts the HOMO-LUMO gap at 10.04 eV.